This record from the Open Molecules 2025 dataset describes C4H7NO2 in the gas phase. The level of theory is ωB97M-V with the def2-TZVPD basis set.

The geometry in XYZ format:
```
14
Properties=species:S:1:pos:R:3:nbo_charge:R:1
C -1.395 -1.117 -0.309 -0.68
C -0.387 -0.001 -0.084 0.20
N -0.674 1.024 0.623 -0.12
O -1.974 0.956 1.105 -0.57
C 1.050 -0.091 -0.561 0.00
C 2.219 0.624 -0.031 -0.10
O 1.909 -0.686 0.408 -0.47
H -2.343 -0.714 -0.688 0.24
H -1.037 -1.886 -0.996 0.22
H -1.651 -1.598 0.646 0.24
H -2.058 1.770 1.618 0.48
H 1.264 -0.269 -1.609 0.19
H 3.135 0.606 -0.635 0.18
H 2.080 1.502 0.587 0.20
```

For the strongest force on any atom, the calculation gives 1.28 eV/Å. The energy relative to the best compared isomer or geometry (same formula, charge and spin) is 380.1 kJ/mol. The calculation puts the HOMO energy at -9.74 eV. The gap between HOMO and LUMO comes out at 10.730 eV. Its SMILES is C/C(=N\O)[C@H]1CO1. The LUMO energy is 1.0 eV.